{"formula": "C21H31Br2F2IN3O5P2", "method": "ωB97M-V/def2-TZVPD", "charge": 1, "total_energy_ha": -7687.11740, "species": ["C", "C", "C", "F", "C", "C", "C", "C", "Br", "C", "N", "I", "C", "P", "O", "Br", "N", "C", "C", "C", "F", "C", "C", "C", "O", "O", "P", "N", "H", "H", "H", "H", "H", "H", "H", "H", "H", "H", "H", "H", "H", "H", "H", "H", "H", "H", "H", "H", "H", "H", "H", "H", "H", "H", "H", "C", "C", "C", "O", "C", "C", "C", "O", "H", "H", "H", "H"], "xyz": [[-1.1845, 5.4107, 0.4737], [-0.9330, 3.9056, 0.6709], [0.4257, 3.4275, 0.1403], [1.2470, 3.2093, 1.2683], [0.5741, 2.1490, -0.6787], [-0.0838, 2.1560, -2.0636], [-1.5992, 2.3580, -2.1848], [-2.1334, 1.5252, -3.3641], [-2.0240, 4.2158, -2.5933], [2.1343, 1.9750, -1.0198], [2.4998, 1.3895, -2.2299], [3.3604, 3.8544, -0.9475], [2.6928, 1.0905, 0.0826], [4.5049, 0.7501, 0.6218], [4.8502, 2.1361, 1.3722], [5.6392, 0.8209, -1.2837], [1.7149, 0.4874, 0.6593], [1.9768, -0.5084, 1.7291], [2.5070, -1.8462, 1.1815], [3.5939, -2.4296, 2.0616], [3.0303, -3.2160, 3.0467], [0.3874, 0.8389, 0.1422], [-0.7433, 0.9970, 1.1929], [-1.2124, -0.1990, 2.0007], [-1.9527, -1.0716, 1.5514], [-0.8365, -0.2292, 3.3034], [-0.1111, -0.7007, -0.8886], [0.8159, -1.0488, -2.0970], [-0.3524, 5.9082, -0.0111], [-2.0850, 5.5964, -0.0913], [-1.3110, 5.8901, 1.4359], [-1.7873, 3.3446, 0.3197], [-0.9160, 3.7611, 1.7451], [0.8134, 4.2562, -0.4338], [0.3800, 2.9733, -2.6091], [0.1464, 1.2507, -2.6088], [-2.1504, 2.0360, -1.3109], [-1.4443, 1.6466, -4.1930], [-3.0676, 1.9486, -3.7021], [-2.2411, 0.4821, -3.0977], [2.2919, 1.8474, -3.0961], [2.7972, 0.4349, -2.2682], [4.0580, 2.6418, 1.5847], [1.0703, -0.7377, 2.2660], [2.6602, -0.1003, 2.4596], [1.7094, -2.5752, 1.1103], [2.9339, -1.7214, 0.1911], [4.2819, -3.0413, 1.4893], [4.1754, -1.6551, 2.5509], [-0.4683, 1.7891, 1.8778], [-1.5973, 1.3626, 0.6425], [-0.3056, 0.5367, 3.5285], [-1.4425, -0.4004, -1.2107], [-0.1637, -1.7432, 0.0426], [1.1962, -1.9806, -2.0074], [-3.1307, -4.9875, 1.6247], [-2.8678, -4.1229, 0.6495], [-2.9307, -4.5235, -0.7751], [-2.6754, -3.7250, -1.6552], [-3.3048, -5.9247, -1.0817], [-3.5714, -6.7926, -0.1091], [-3.5058, -6.3941, 1.3220], [-3.7470, -7.1818, 2.2065], [-3.0885, -4.7159, 2.6720], [-2.5934, -3.0950, 0.8381], [-3.3451, -6.1938, -2.1295], [-3.8454, -7.8208, -0.3072]], "atomic_forces_ev_per_a": [[0.008, -0.056, 0.254], [-0.063, 0.546, 0.271], [-1.351, -0.350, 0.308], [0.305, 0.260, 0.208], [1.425, -0.550, -0.865], [-0.899, 0.690, 0.472], [-0.157, -0.739, -0.828], [0.334, 0.916, 0.100], [0.011, 0.040, 0.254], [1.230, -0.079, -0.121], [-0.002, 0.147, 0.169], [-0.202, 0.283, -0.112], [-0.503, 0.740, -0.900], [0.418, -0.754, 0.101], [-0.240, -0.366, 0.046], [-0.310, 0.148, 0.235], [0.923, 0.248, 1.022], [-0.508, -0.881, -0.185], [0.526, 0.247, 0.025], [0.063, -0.122, 0.105], [-0.154, -0.041, 0.190], [-1.610, -0.963, 0.043], [0.753, 0.020, 0.405], [-1.642, -1.600, -0.286], [1.750, 1.869, 0.944], [-0.445, -0.393, -0.721], [0.438, -0.590, -0.969], [0.011, 0.373, 0.331], [0.099, 0.084, -0.221], [-0.095, 0.065, -0.208], [-0.008, 0.137, 0.211], [-0.025, -0.114, -0.314], [0.067, -0.275, 0.205], [0.450, -0.009, -0.129], [0.139, 0.093, -0.228], [0.287, -0.309, 0.110], [-0.120, 0.398, 0.340], [0.142, -0.243, -0.228], [-0.424, -0.246, 0.045], [0.005, -0.269, -0.045], [0.015, 0.031, -0.084], [-0.292, -0.206, -0.119], [0.041, 0.625, -0.019], [-0.258, 0.290, 0.012], [0.238, 0.358, -0.008], [-0.170, -0.172, -0.106], [-0.065, 0.143, -0.250], [0.015, -0.232, -0.145], [0.123, 0.181, 0.096], [0.090, 0.129, 0.109], [-0.294, -0.127, -0.111], [0.108, 0.321, 0.170], [-0.026, 0.167, 0.271], [-0.260, 0.287, 0.322], [0.069, -0.164, -0.190], [0.009, 0.007, -0.017], [0.028, -0.027, 0.005], [-0.014, -0.037, 0.024], [0.096, 0.069, -0.033], [-0.017, -0.011, -0.030], [0.015, 0.036, -0.029], [-0.005, 0.032, -0.036], [-0.007, -0.058, 0.054], [-0.015, -0.032, 0.008], [-0.044, 0.022, 0.045], [0.000, 0.023, -0.008], [-0.006, -0.010, 0.035]]}

---

{"formula": "C5H8O", "method": "ωB97M-V/def2-TZVPD", "charge": 0, "smiles": "C#CC(=C)C.O", "total_energy_ha": -270.45895, "species": ["C", "C", "C", "C", "C", "H", "H", "H", "H", "H", "H", "O", "H", "H"], "xyz": [[1.8665, 0.5205, 1.6677], [1.0763, 0.4111, 0.7626], [0.1857, 0.3022, -0.3646], [-0.7163, 1.2642, -0.6011], [0.3802, -0.8861, -1.2718], [2.5791, 0.6482, 2.4521], [-0.8021, 2.1319, 0.0454], [-1.3735, 1.1995, -1.4646], [0.6950, -1.7791, -0.7255], [1.1619, -0.6273, -1.9925], [-0.5369, -1.1198, -1.8189], [-1.6543, -1.0420, 0.9869], [-1.7099, -0.1818, 0.5393], [-1.1517, -0.8415, 1.7849]], "atomic_forces_ev_per_a": [[-0.347, -0.037, -0.395], [0.448, 0.171, 0.327], [0.106, 0.405, -0.271], [0.314, 0.080, -0.145], [0.041, -0.001, -0.093], [-0.141, -0.071, -0.087], [0.027, -0.110, -0.096], [0.070, 0.009, 0.119], [-0.084, 0.227, -0.017], [-0.017, -0.154, 0.012], [0.131, 0.098, 0.085], [-0.415, -0.040, 0.313], [-0.071, -0.490, 0.257], [-0.062, -0.088, -0.009]]}

---

{"formula": "C18H32BBeBr2F2LiN4NaO10SSi", "method": "ωB97M-V/def2-TZVPD", "charge": 1, "total_energy_ha": -7920.76077, "species": ["C", "C", "O", "O", "C", "C", "C", "Si", "C", "B", "O", "O", "N", "C", "O", "S", "C", "O", "O", "H", "H", "H", "H", "H", "H", "H", "H", "H", "H", "H", "H", "H", "H", "H", "H", "Li", "O", "H", "Br", "C", "C", "Br", "H", "H", "H", "H", "Na", "F", "Be", "F", "C", "N", "O", "O", "H", "H", "H", "C", "C", "N", "H", "H", "H", "N", "C", "C", "C", "C", "C", "H", "H", "H", "H", "H"], "xyz": [[5.8565, -1.7152, 0.2024], [4.9771, -0.6989, 0.9965], [5.3518, -0.3928, 2.1095], [3.8731, -0.1880, 0.4512], [2.7578, -0.2061, 1.3835], [1.4728, 0.1165, 0.6085], [0.4742, -1.0697, 0.5160], [-1.1084, -0.8007, 1.4684], [-0.9312, -0.3162, 3.2263], [0.0076, -1.2130, 4.1268], [1.4052, -1.2255, 4.0387], [-0.5757, -1.9838, 5.0684], [-1.9544, 0.5749, 0.6597], [-2.3270, 0.3858, -0.4645], [-2.8021, 0.1553, -1.5238], [-2.3431, -2.6079, 1.1077], [-2.0581, -3.8510, 2.3375], [-3.7711, -2.2069, 1.0749], [-1.8588, -3.1462, -0.1383], [6.5574, -2.2319, 0.8926], [6.4890, -1.2253, -0.5276], [5.2616, -2.5160, -0.3038], [2.6794, -1.2225, 1.7533], [2.8746, 0.5035, 2.1918], [1.8016, 0.3141, -0.4086], [0.9826, 1.0116, 0.9817], [0.1787, -1.1634, -0.5317], [0.9015, -2.0394, 0.7714], [-1.9404, -0.3855, 3.6674], [-0.6565, 0.7381, 3.2878], [1.7388, -2.0567, 3.6961], [0.1008, -2.5016, 5.5189], [-2.1894, -3.3616, 3.3213], [-2.8380, -4.5976, 2.2148], [-1.0706, -4.2741, 2.1969], [-3.6975, 1.5562, -3.0069], [-1.7061, -2.1584, -3.6138], [-1.9846, -1.7154, -2.7965], [-4.4597, 3.2967, 1.0440], [-5.2620, 1.9015, 2.1436], [-5.0459, 2.1270, 3.6179], [-3.2320, 1.6735, 4.1391], [-4.8385, 0.9604, 1.8038], [-6.3236, 1.9317, 1.9068], [-5.6865, 1.4623, 4.1932], [-5.2192, 3.1519, 3.9282], [5.7533, -2.9519, 2.0141], [6.2014, -4.3822, -0.8141], [-5.5941, -2.7009, 1.5339], [-3.4942, -2.3892, 4.4006], [4.7997, -4.9857, -4.1216], [5.3535, -6.1128, -3.3274], [6.5168, -6.0642, -3.0374], [4.5746, -7.0015, -3.0268], [5.5962, -4.2767, -4.3095], [4.4138, -5.3980, -5.0492], [4.0068, -4.5347, -3.5344], [5.4402, 2.8309, 2.6951], [5.1244, 3.7041, 3.8182], [4.8761, 4.3910, 4.7035], [4.8752, 3.1403, 1.8172], [6.5033, 2.8853, 2.4700], [5.1825, 1.8042, 2.9414], [-3.8652, 6.6713, -7.3390], [-3.2830, 5.5524, -6.9226], [-3.8307, 4.7158, -5.9615], [-5.0496, 5.0660, -5.4013], [-5.6687, 6.2292, -5.8227], [-5.0352, 6.9925, -6.7930], [-2.3307, 5.3198, -7.3858], [-3.3103, 3.8130, -5.6634], [-5.5148, 4.4421, -4.6459], [-6.6192, 6.5397, -5.4124], [-5.4834, 7.9097, -7.1567]], "atomic_forces_ev_per_a": [[-0.988, 0.339, -0.310], [2.148, -0.267, -0.410], [-0.556, -0.477, 0.632], [-0.254, -0.637, -0.105], [-0.825, 0.471, -0.352], [0.274, -0.649, -0.258], [-0.628, 0.122, -0.334], [1.311, 1.819, 0.912], [-0.488, -0.733, 0.393], [0.049, -0.005, 0.408], [-0.156, 0.293, -0.775], [0.011, -0.242, -0.271], [0.265, -0.982, -0.486], [-0.712, -0.288, 0.354], [-0.115, 1.077, -0.588], [1.262, -1.852, -0.108], [-0.410, 0.913, 0.758], [-3.722, -0.012, 0.671], [0.014, 0.356, -0.505], [0.678, 2.054, -2.628], [-0.179, 0.104, -0.283], [0.654, 0.280, -0.067], [0.159, -0.035, 0.352], [0.461, -0.091, 0.193], [-0.076, 0.258, -0.087], [0.114, 0.161, 0.121], [-0.071, -0.287, -0.066], [0.205, -0.020, 0.036], [0.288, -0.259, -0.096], [0.263, 0.067, -0.321], [0.206, -0.150, 0.266], [-0.128, -0.028, 0.365], [-0.293, -0.082, 0.084], [-0.035, -0.124, -0.110], [0.105, 0.026, -0.311], [0.331, -0.548, 0.327], [-0.218, 0.361, 0.197], [0.064, -0.239, -0.003], [0.093, -0.093, -0.099], [-0.242, 0.096, -0.031], [0.221, -0.128, 0.107], [-0.406, 0.438, 0.051], [0.057, -0.017, 0.078], [-0.010, 0.029, 0.030], [-0.025, -0.015, -0.032], [-0.062, 0.033, -0.097], [-1.063, -2.383, 2.314], [-0.556, 0.830, 1.035], [3.194, 0.586, 0.119], [-0.357, 0.003, -1.111], [0.040, 0.152, -0.060], [0.036, 0.190, 0.118], [0.272, -0.281, -0.151], [-0.110, -0.055, 0.008], [0.051, -0.021, 0.074], [-0.095, -0.038, 0.045], [-0.046, -0.062, -0.003], [-0.035, 0.038, 0.029], [0.000, 0.109, 0.079], [-0.027, -0.061, -0.056], [0.019, 0.014, -0.024], [0.012, -0.008, -0.012], [0.038, -0.034, -0.012], [-0.064, -0.053, 0.087], [0.166, -0.012, -0.093], [-0.117, 0.043, 0.091], [0.064, -0.065, 0.024], [-0.013, -0.013, 0.023], [0.011, 0.095, -0.084], [0.003, -0.058, 0.028], [0.054, 0.001, -0.082], [-0.053, 0.026, -0.010], [-0.007, 0.021, -0.018], [-0.051, -0.002, 0.041]]}

---

{"formula": "C12H33BF6NO19S2Zr", "method": "ωB97M-V/def2-TZVPD", "charge": 1, "total_energy_ha": -3427.79475, "species": ["Zr", "C", "F", "F", "F", "S", "O", "O", "N", "S", "O", "O", "C", "F", "F", "F", "C", "C", "O", "O", "H", "H", "H", "B", "H", "H", "H", "H", "C", "C", "C", "O", "C", "O", "O", "H", "H", "H", "H", "H", "H", "C", "C", "C", "O", "C", "O", "O", "H", "H", "H", "H", "H", "H", "O", "H", "H", "O", "H", "H", "O", "H", "H", "O", "H", "H", "O", "H", "H", "O", "H", "H", "O", "H", "H"], "xyz": [[0.7890, 1.3864, -4.7078], [-1.8527, 6.2992, 0.4341], [-2.1191, 5.0085, 0.1780], [-2.1555, 6.5755, 1.6880], [-0.5080, 6.4971, 0.1455], [-2.9280, 7.3935, -0.7746], [-4.2509, 6.8136, -1.0141], [-2.9855, 8.6770, -0.0735], [-2.0033, 7.3132, -2.2341], [-2.2589, 8.7165, -2.8398], [-3.6481, 9.1598, -2.8964], [-1.3596, 9.7320, -2.2598], [-1.5782, 8.5332, -4.6069], [-0.2708, 8.2276, -4.5368], [-2.1714, 7.4570, -5.2008], [-1.7853, 9.6212, -5.2949], [6.1339, -2.3009, -5.3017], [4.9105, -1.4717, -5.2264], [4.7509, -0.4182, -4.5641], [3.7945, -1.7576, -5.6556], [6.5310, -2.4525, -4.2981], [6.9437, -1.7962, -5.8285], [5.9077, -3.1906, -5.8895], [-0.0798, -0.2778, -1.4910], [0.0623, -1.0974, -2.1783], [-1.0302, 0.1292, -1.7996], [-0.1598, -0.6156, -0.4694], [0.7583, 0.3925, -1.6027], [-0.1395, -7.5619, 2.2453], [1.2917, -7.1215, 1.8382], [1.5354, -6.0406, 0.8476], [2.6339, -5.4491, 1.3997], [2.8155, -5.7425, 2.7435], [3.5697, -5.1817, 3.5033], [1.9515, -6.7264, 3.0258], [-0.1323, -8.3740, 2.9723], [-0.6492, -7.9762, 1.3755], [-0.8657, -6.8188, 2.5749], [1.8486, -8.0100, 1.5407], [0.7044, -5.3686, 0.6333], [1.8472, -6.4747, -0.1023], [-0.9509, -1.4245, 6.1151], [-1.0942, -2.6318, 7.0564], [0.1798, -3.2822, 7.6537], [-0.1150, -3.1906, 9.0326], [-1.4112, -2.8327, 9.2087], [-2.0089, -2.8791, 10.2534], [-1.9002, -2.3330, 8.2208], [-0.0561, -0.8098, 6.2129], [-1.8601, -0.8233, 6.1079], [-0.7714, -1.8235, 5.1168], [-1.6946, -3.3317, 6.4752], [1.0575, -2.6817, 7.4145], [0.2595, -4.3190, 7.3268], [-4.0700, -2.2569, 0.8274], [-3.3208, -1.8592, 0.3839], [-4.7246, -1.5595, 0.8650], [-2.0281, -0.8851, -6.0871], [-2.1087, -1.3531, -6.9181], [-2.7747, -1.1857, -5.5690], [-2.4679, 3.4659, -4.4825], [-3.2505, 3.4478, -5.0334], [-2.5032, 4.3157, -4.0433], [3.7810, -0.2399, 1.9626], [4.2893, -1.0125, 2.2097], [2.9799, -0.5933, 1.5759], [5.1284, 3.1045, -0.2156], [5.9615, 2.7200, -0.4885], [4.8081, 2.5202, 0.4716], [1.6618, 4.5180, -2.9188], [1.0413, 5.2317, -2.7711], [2.3613, 4.6729, -2.2840], [-5.8057, -1.9062, -3.4844], [-6.0040, -2.0261, -2.5556], [-6.4367, -2.4647, -3.9385]], "atomic_forces_ev_per_a": [[-0.943, -0.605, 2.349], [0.936, -0.710, -1.271], [0.102, 0.795, 0.181], [0.446, 0.121, -1.092], [-2.162, 0.049, 0.775], [-2.198, 0.473, 2.370], [2.512, -0.088, -0.100], [0.996, -1.771, -1.426], [-0.986, -0.898, 2.295], [0.202, 5.047, -1.607], [1.464, -1.115, -0.358], [-0.764, -1.586, -0.687], [-0.087, -1.848, 0.479], [-0.519, 0.545, 0.017], [0.086, 0.955, 0.266], [0.041, -0.094, 0.110], [0.215, 0.409, -0.579], [1.274, -0.349, 1.029], [0.271, 0.999, 0.319], [-1.558, -0.572, -1.115], [-0.300, -0.410, 0.018], [-0.154, 0.348, -0.127], [0.046, -0.247, 0.460], [-0.418, 0.059, -1.357], [0.794, -3.560, -2.825], [-3.967, 1.966, -1.185], [-0.004, -0.950, 3.888], [4.085, 3.355, -0.520], [-0.094, -0.242, -1.063], [-2.005, -2.465, 1.285], [-0.816, -0.910, -1.094], [2.669, 2.392, 1.257], [0.062, 0.804, 0.130], [-1.210, -1.045, -1.600], [0.643, 0.906, 1.045], [0.327, 0.177, 0.078], [0.195, -0.198, -0.296], [0.643, 0.545, 0.263], [-0.234, -0.225, -0.328], [-0.022, 0.309, 0.438], [-0.184, -0.007, -0.124], [0.591, -0.433, -0.127], [-0.370, 0.575, -1.388], [-1.105, 0.884, -0.428], [0.669, -0.951, 0.682], [1.630, -1.704, 7.144], [0.847, -0.565, 0.271], [-2.292, 2.746, -7.346], [-0.144, 0.211, 0.874], [0.128, -0.036, 0.010], [-0.457, -0.170, -0.190], [0.087, -0.338, 0.237], [0.124, -0.276, 0.097], [0.306, 0.051, 0.156], [-0.069, -0.246, 0.012], [0.277, 0.104, -0.123], [-0.179, 0.170, 0.089], [0.543, 0.436, 0.040], [0.013, -0.130, -0.256], [-0.258, -0.059, 0.362], [0.645, -0.360, -0.102], [-0.262, -0.097, -0.174], [-0.007, 0.285, 0.227], [0.109, 0.319, -0.084], [0.158, -0.214, 0.136], [-0.267, -0.070, -0.101], [-0.175, 0.221, -0.278], [0.234, -0.051, -0.027], [-0.140, -0.214, 0.289], [-0.167, -0.571, -0.556], [-0.257, 0.222, 0.026], [0.346, -0.093, 0.267], [0.235, 0.167, -0.195], [0.005, -0.032, 0.282], [-0.180, -0.137, -0.126]]}